<a>
{
  "formula": "C7H14N2",
  "method": "wB97M-V/def2-TZVPD",
  "e_lumo_ev": 0.82,
  "e_homo_ev": -8.2,
  "smiles": "[H]/N=C\\N(C)C(C)(C)C=C",
  "species": ["H", "H", "C", "H", "N", "H", "C", "H", "C", "H", "H", "H", "C", "C", "H", "H", "H", "N", "C", "H", "H", "H", "C"],
  "coordinates": [[1.7995, -1.5978, -0.9386], [-1.8434, 0.3878, -0.6602], [-1.3857, -0.2375, 0.1078], [0.3509, -1.3252, -1.9048], [-0.3505, 2.1675, 1.5800], [-0.2883, 2.7742, -0.3611], [-0.1668, 1.9182, 0.3235], [0.3713, -1.5950, 1.9097], [1.0220, 1.2067, -1.7043], [1.9438, 0.6817, -1.9662], [1.9173, -0.9080, 1.4263], [0.3127, -2.4649, -0.5470], [0.8402, -0.7056, 1.4804], [-2.2186, -1.1221, 0.6730], [-1.0027, 1.5062, 1.9981], [-3.2599, -1.2082, 0.3778], [-1.8574, -1.8371, 1.4065], [0.6785, 0.9634, -0.3026], [0.3085, -0.3875, 0.0819], [0.2293, 0.8829, -2.3891], [1.1681, 2.2760, -1.8823], [0.7233, 0.1271, 2.1782], [0.7079, -1.5028, -0.8870]],
  "lowdin_charge": [0.088, 0.100, -0.101, 0.076, 0.059, 0.109, -0.302, 0.077, -0.071, 0.090, 0.087, 0.091, -0.042, 0.005, 0.042, 0.055, 0.052, -0.125, -0.480, 0.084, 0.085, 0.068, -0.047]
}

=====

<b>
{
  "formula": "C7H14N2",
  "method": "wB97M-V/def2-TZVPD",
  "e_lumo_ev": 0.90,
  "e_homo_ev": -8.6,
  "smiles": "CCc1c[nH]cn1.CC",
  "species": ["H", "H", "H", "H", "H", "H", "C", "H", "H", "C", "C", "C", "N", "H", "C", "H", "C", "H", "H", "C", "H", "H", "N"],
  "coordinates": [[0.9941, 5.0125, 0.1320], [0.6934, -4.8892, -1.9984], [1.8743, 2.9878, 1.3974], [-0.8965, 4.4575, -1.3488], [-1.6232, -3.4101, -1.0178], [-0.7749, 1.3879, 2.6844], [-0.4331, 3.6936, -0.7397], [-0.3967, -3.9309, -3.0805], [1.0941, 0.0874, 0.8467], [0.1888, -3.9464, -2.1718], [-0.5473, -3.5325, -0.9067], [1.0138, 2.9884, 0.7474], [-0.7028, 2.4350, -0.5765], [-1.3014, -0.2061, 2.3158], [-0.4241, 0.4417, 2.3006], [1.0156, -3.2656, -2.4025], [0.1117, 0.5714, 0.8615], [-0.1841, -2.5683, -0.5356], [-0.3849, -0.0862, 0.1598], [0.1918, 1.9713, 0.3632], [0.2168, -0.1223, 2.9749], [-0.3389, -4.1637, -0.0410], [0.6134, 4.0868, 0.0356]],
  "lowdin_charge": [0.143, 0.056, 0.117, 0.115, 0.062, 0.067, -0.213, 0.058, 0.103, -0.168, -0.169, -0.071, 0.102, 0.061, -0.093, 0.061, -0.201, 0.043, 0.089, -0.325, 0.064, 0.061, 0.039]
}

=====

<c>
{
  "formula": "C7H14N2",
  "method": "wB97M-V/def2-TZVPD",
  "e_lumo_ev": 0.91,
  "e_homo_ev": -8.7,
  "smiles": "CCc1c[nH]cn1.CC",
  "species": ["H", "C", "H", "H", "C", "H", "N", "H", "H", "H", "H", "C", "H", "H", "H", "C", "H", "H", "H", "C", "C", "C", "N"],
  "coordinates": [[-0.1338, -0.7227, -2.2248], [0.3407, -1.4651, 1.2951], [-1.9056, -2.7894, -2.6931], [-1.5248, 0.1878, -2.6599], [-1.0799, -0.8108, -2.7560], [1.0533, 4.2259, 1.1934], [2.1595, 2.5000, 1.7347], [-0.3799, -0.1905, -0.3060], [2.7909, 2.8491, 2.4393], [1.3874, -1.3283, 1.5556], [0.3328, -2.2410, 0.5368], [1.0645, 3.1480, 1.2505], [-0.1985, -1.8432, 2.1619], [-0.8906, -0.8918, -3.8243], [-1.7604, -2.0904, -1.1055], [-0.2278, -0.1304, 0.7659], [-1.1808, 0.0844, 1.2302], [-3.0515, -1.5785, -2.2520], [2.5812, 0.4367, 2.0742], [-2.0097, -1.8532, -2.1353], [0.6233, 1.0467, 1.1479], [1.8590, 1.1451, 1.7157], [0.1506, 2.3115, 0.8557]],
  "lowdin_charge": [0.046, -0.084, 0.061, 0.067, -0.175, 0.114, 0.033, 0.064, 0.141, 0.048, 0.060, -0.209, 0.072, 0.061, 0.047, -0.182, 0.107, 0.060, 0.104, -0.157, -0.307, -0.069, 0.096]
}

=====

<d>
{
  "formula": "C7H14N2",
  "method": "wB97M-V/def2-TZVPD",
  "e_lumo_ev": 0.75,
  "e_homo_ev": -7.8,
  "smiles": "CC/N=C/NC=C(C)C",
  "species": ["C", "C", "H", "H", "H", "H", "H", "H", "C", "C", "C", "H", "N", "H", "C", "H", "H", "H", "H", "H", "H", "N", "C"],
  "coordinates": [[-1.0944, -1.0242, -0.1516], [0.9329, 0.2376, -0.0452], [-1.4893, -2.0030, -0.0313], [3.9879, 1.2659, -0.7734], [2.7554, 2.5662, -0.3384], [-3.3457, -0.7582, 1.1526], [-5.0977, 0.7595, -0.0388], [0.3308, 1.1869, -0.1548], [3.1280, -1.0849, -0.0076], [-3.3041, -0.3534, 0.1173], [2.3086, 0.3016, -0.0657], [-3.7545, 1.2854, -1.0462], [-1.8558, -0.0304, -0.0759], [3.8344, -1.1200, 0.9505], [-4.0137, 0.9754, -0.0235], [3.6122, 1.4453, 1.1338], [-3.5638, 1.7384, 0.6360], [-3.8956, -1.0820, -0.5957], [2.4958, -1.9788, 0.0995], [0.8244, -1.8588, 0.2805], [3.8180, -0.9586, -0.8263], [0.2324, -0.9832, -0.2065], [3.1536, 1.4732, 0.0107]],
  "lowdin_charge": [-0.321, -0.095, 0.117, 0.090, 0.125, 0.104, 0.071, 0.130, -0.053, -0.318, -0.379, 0.066, 0.023, 0.112, -0.146, 0.126, 0.075, 0.136, 0.038, 0.196, 0.054, -0.010, -0.138]
}

=====

Going by the energies, <c> is most stable and the next is 0.196 eV up.

=====

<a>
{
  "formula": "C7H14N2",
  "method": "wB97M-V/def2-TZVPD",
  "e_lumo_ev": 0.85,
  "e_homo_ev": -8.6,
  "smiles": "Cc1c[nH]cn1.CCC",
  "species": ["H", "C", "H", "H", "C", "C", "C", "H", "H", "H", "C", "H", "H", "H", "H", "N", "H", "H", "H", "C", "H", "N", "C"],
  "coordinates": [[-1.7619, -2.5468, -1.6644], [-0.7598, -2.5922, -1.2502], [1.9648, 3.7326, -0.1168], [-0.4770, -3.6508, -1.2979], [-0.0782, 1.3795, -1.3202], [-1.4473, -1.6153, 2.0895], [1.1235, 1.6966, -0.4558], [-0.0895, -2.0597, -1.9276], [0.8695, 3.1653, 1.1497], [1.2642, 0.9823, 0.3470], [0.3495, -1.6004, 0.8482], [-0.1939, 2.1437, -2.0870], [0.4241, -1.0425, 2.9016], [-2.1122, -1.5290, 2.9356], [-1.0019, 1.4916, -0.7494], [-1.8296, -2.0619, 0.9264], [-0.1372, 0.3694, -1.7263], [0.2651, 3.6956, -0.4185], [2.0350, 1.6456, -1.0534], [-0.7077, -2.0506, 0.1289], [1.3622, -1.3874, 0.5643], [-0.1322, -1.3047, 2.0975], [1.0704, 3.1392, 0.0788]],
  "lowdin_charge": [0.074, -0.053, 0.063, 0.077, -0.124, -0.214, -0.314, 0.064, 0.064, 0.067, -0.094, 0.071, 0.150, 0.114, 0.076, 0.094, 0.052, 0.066, 0.095, -0.372, 0.113, 0.048, -0.117]
}

=====

<b>
{
  "formula": "C7H14N2",
  "method": "wB97M-V/def2-TZVPD",
  "e_lumo_ev": 1.03,
  "e_homo_ev": -7.0,
  "smiles": "CCCN1C=CN(C)C1",
  "species": ["C", "H", "C", "C", "H", "N", "N", "C", "H", "H", "H", "H", "H", "C", "H", "H", "C", "H", "H", "H", "H", "C", "H"],
  "coordinates": [[1.0713, -0.4496, -1.1321], [-2.0076, 1.5063, 0.5547], [0.9026, -1.6907, -0.7260], [-0.1550, -2.7532, 1.2205], [-1.0862, 3.2435, -0.4966], [0.9107, -1.8135, 0.7980], [1.1443, 0.4367, -0.0965], [-1.7420, 1.1630, -0.4952], [1.0648, 0.0432, -2.1285], [-0.3290, 0.0215, 1.3626], [1.0131, 2.1365, 0.6918], [0.7945, -2.5644, -1.1871], [-0.0549, -3.1553, 2.2815], [0.7256, 1.8943, -0.3374], [1.5012, 0.0035, 1.9588], [-2.7169, 1.2595, -0.9303], [0.7516, -0.2346, 1.1834], [-1.1679, 0.0443, -0.5114], [0.0390, -3.5760, 0.4979], [-0.3726, 2.2612, -2.0118], [1.6411, 2.3272, -0.8508], [-0.7091, 2.2683, -0.9233], [-1.2188, -2.3715, 1.2779]],
  "lowdin_charge": [-0.175, 0.076, -0.097, -0.137, 0.109, -0.124, -0.187, -0.116, 0.138, 0.097, 0.097, 0.045, 0.082, -0.173, 0.113, 0.040, -0.078, 0.122, 0.076, 0.105, 0.122, -0.216, 0.080]
}

=====

Going by the energies, <a> is most stable and the next is 3.910 eV up.

=====

<a>
{
  "formula": "C7H14N2",
  "method": "wB97M-V/def2-TZVPD",
  "e_lumo_ev": 0.99,
  "e_homo_ev": -8.7,
  "smiles": "[H]/N=C(\\C)[C@@H](C)[C@@H](N)C=C",
  "species": ["H", "H", "C", "H", "H", "C", "C", "C", "H", "H", "H", "H", "H", "H", "C", "N", "H", "N", "H", "H", "H", "C", "C"],
  "coordinates": [[-2.6160, 0.1819, 0.9999], [2.2814, -1.8092, -0.2280], [1.6694, 0.2207, 0.0033], [-0.9879, 0.9022, 2.2395], [3.6230, -0.6946, 0.0920], [2.5836, -0.9251, 0.3358], [-2.3079, -0.1035, -0.0007], [-3.1671, -0.7136, -0.7999], [2.5225, -1.1643, 1.3975], [0.7567, 0.7530, 2.5003], [-4.1843, -0.9364, -0.5032], [-2.9389, -0.8740, -1.8448], [-0.4540, -1.2764, -1.7262], [0.1442, 0.2275, -2.4161], [0.0845, 0.0347, 0.5798], [-0.5080, -0.2700, -1.8258], [-0.7820, 1.4736, -0.7619], [1.9746, 1.2421, -0.6623], [2.9761, 1.3574, -0.8402], [-0.0298, -1.0120, 0.8659], [0.1232, 2.0104, 1.4362], [-0.7500, 0.3936, -0.6057], [-0.0132, 0.9821, 1.7647]],
  "lowdin_charge": [0.072, 0.081, -0.370, 0.064, 0.073, -0.048, -0.082, -0.037, 0.077, 0.078, 0.045, 0.041, 0.092, 0.081, -0.306, 0.040, 0.136, 0.133, 0.059, 0.130, 0.084, -0.371, -0.070]
}

=====

<b>
{
  "formula": "C7H14N2",
  "method": "wB97M-V/def2-TZVPD",
  "e_lumo_ev": 0.66,
  "e_homo_ev": -8.2,
  "smiles": "CN(C)C#N.C=C(C)C",
  "species": ["H", "N", "H", "H", "C", "H", "H", "C", "H", "C", "C", "H", "H", "H", "H", "H", "H", "H", "N", "C", "C", "C", "H"],
  "coordinates": [[1.9080, 0.5251, -1.4000], [2.7713, -1.3853, 1.0357], [-2.0116, 0.9382, -0.9942], [-1.1565, -0.4641, 1.5565], [-0.3186, 1.9139, 1.0422], [-0.5731, -1.4600, -1.4654], [2.0030, 1.8851, -0.3266], [-0.6674, -1.4235, 1.3884], [-1.4043, 1.8669, 1.1393], [-1.0658, 1.3008, -1.3965], [1.3164, 1.2043, -0.8100], [-0.2466, -1.7680, 2.3310], [-1.1910, 2.3526, -1.6505], [-1.4829, -2.0978, 1.1295], [-0.3265, -3.0168, -0.6734], [-0.8460, 0.7589, -2.3158], [-0.0728, 2.9707, 0.9468], [0.1249, 1.5545, 1.9697], [0.3797, -1.3276, 0.3755], [0.0471, 1.1322, -0.3949], [0.1334, -2.0489, -0.8754], [1.6376, -1.2787, 0.8536], [1.0417, -2.1325, -1.4653]],
  "lowdin_charge": [0.059, 0.161, 0.067, 0.062, -0.052, 0.075, 0.061, -0.049, 0.049, -0.099, -0.014, 0.094, 0.087, 0.088, 0.088, 0.074, 0.063, 0.059, -0.230, -0.366, -0.037, -0.333, 0.096]
}

=====

<c>
{
  "formula": "C7H14N2",
  "method": "wB97M-V/def2-TZVPD",
  "e_lumo_ev": 0.70,
  "e_homo_ev": -7.3,
  "species": ["H", "H", "H", "C", "H", "C", "H", "H", "C", "H", "H", "N", "H", "H", "C", "H", "C", "H", "C", "C", "H", "N", "H"],
  "coordinates": [[-1.0851, 1.6315, -1.6100], [1.6111, 0.8924, -1.9700], [-3.1104, -0.0016, 1.1157], [1.1675, 0.4182, 0.0863], [-0.0094, -1.8131, 1.4373], [2.1173, 0.8246, -1.0041], [2.4966, 0.6491, 1.7178], [-1.6462, -2.2710, 0.9266], [1.8249, -0.1222, 1.3182], [2.5966, 1.7876, -0.7945], [-2.8574, 1.0112, -0.2982], [-0.3825, -1.6989, -0.7189], [-0.8419, -2.5124, -1.1443], [1.1146, -0.3537, 2.1105], [-1.1759, -0.2655, 0.2394], [2.4297, -1.0046, 1.0988], [-2.6435, 0.0300, 0.1263], [2.9100, 0.0770, -1.0953], [-0.7793, -1.6478, 0.6823], [-0.1816, 0.7302, -0.0132], [0.1702, 2.5059, -0.9584], [-0.5791, 1.8569, -0.7627], [-3.1462, -0.7237, -0.4896]],
  "lowdin_charge": [0.090, 0.079, 0.086, -0.279, 0.078, -0.068, 0.088, 0.106, -0.075, 0.080, 0.066, 0.047, 0.044, 0.068, -0.228, 0.086, -0.045, 0.082, -0.258, -0.308, 0.081, 0.092, 0.089]
}

=====

<d>
{
  "formula": "C7H14N2",
  "method": "wB97M-V/def2-TZVPD",
  "e_lumo_ev": 0.81,
  "e_homo_ev": -8.6,
  "species": ["H", "H", "C", "C", "H", "H", "H", "H", "H", "C", "H", "C", "H", "H", "H", "H", "N", "N", "C", "H", "C", "C", "H"],
  "coordinates": [[-0.1873, 1.0777, 2.1415], [-1.8682, 0.6195, 1.1298], [1.3250, 0.3451, -0.0214], [-0.8057, -0.7711, -0.8078], [-2.6311, -2.0908, 0.1909], [-1.3503, 2.4134, -0.1582], [1.5254, -1.4216, -1.2167], [1.9153, 1.0848, 0.7722], [1.1427, 2.0898, -1.5536], [-0.3374, 1.9582, 0.2143], [0.3827, 2.6918, 0.5857], [-0.8005, 0.7249, 1.2261], [-0.9616, -0.1692, -1.7312], [0.8968, -1.5112, 2.0260], [0.1848, -2.4395, 0.6028], [2.9699, -0.7848, -0.0140], [0.5042, 1.3583, -1.0354], [-2.2316, -0.8517, -0.2920], [2.0015, -1.0477, -0.3461], [-0.1119, -1.8630, -1.0620], [-0.0109, -0.2560, 0.3807], [0.8289, -1.3890, 0.7840], [-3.0216, -0.6300, -1.0001]],
  "lowdin_charge": [0.134, 0.068, -0.248, -0.239, 0.218, 0.118, 0.068, 0.189, 0.113, -0.156, 0.074, -0.079, 0.108, 0.163, 0.130, 0.082, -0.080, -0.088, -0.012, 0.155, -0.610, -0.183, 0.073]
}

=====

Going by the energies, <a> is most stable and the next is 1.537 eV up.